1.
Here is 11 unconnected molecules or ions with the total composition C66H66O22 at a distorted geometry from the OMol25 dataset. Energies are from ωB97M-V/def2-TZVPD.

Structure (ORCA input):
```
! wB97M-V def2-TZVPD RIJCOSX def2/J DEFGRID3
* xyz 0 1
O -9.980 1.896 26.619
C -9.907 2.463 25.376
C -10.010 1.628 24.265
C -9.859 2.182 22.983
C -9.534 3.516 22.818
O -9.491 4.032 21.588
C -9.297 4.330 23.933
C -9.524 3.861 25.208
H -9.954 0.936 26.594
H -10.131 0.559 24.358
H -10.032 1.638 22.066
H -9.875 3.489 20.896
H -8.957 5.330 23.703
H -9.326 4.489 26.064
O -6.384 1.742 28.662
C -5.863 1.775 27.423
C -4.460 1.904 27.278
C -4.019 2.144 25.989
C -4.870 2.063 24.855
O -4.264 2.393 23.705
C -6.219 1.875 25.011
C -6.725 1.739 26.305
H -7.309 1.990 28.601
H -3.776 1.972 28.111
H -2.965 2.359 25.899
H -4.903 2.833 23.140
H -6.895 1.856 24.169
H -7.787 1.540 26.290
O -5.494 -1.127 29.058
C -5.975 -1.464 30.245
C -6.144 -2.793 30.507
C -6.511 -3.118 31.833
C -6.646 -2.145 32.840
O -7.151 -2.474 34.081
C -6.315 -0.819 32.511
C -6.087 -0.417 31.189
H -5.255 -0.200 28.985
H -5.980 -3.585 29.791
H -6.699 -4.103 32.236
H -7.034 -3.333 34.494
H -6.381 -0.213 33.402
H -5.803 0.575 30.869
O -3.402 6.454 21.516
C -4.107 5.384 21.186
C -5.384 5.180 21.460
C -6.012 4.012 21.110
C -5.317 2.964 20.473
O -6.028 1.937 19.999
C -3.964 3.154 20.148
C -3.315 4.369 20.578
H -3.763 6.967 22.243
H -5.993 5.923 21.953
H -7.039 3.738 21.304
H -5.653 1.081 20.218
H -3.492 2.384 19.556
H -2.256 4.351 20.369
O -8.884 2.983 28.773
C -9.258 2.401 29.967
C -10.447 1.761 30.059
C -10.919 1.227 31.231
C -10.053 1.249 32.323
O -10.436 0.725 33.564
C -8.727 1.754 32.185
C -8.351 2.442 31.010
H -9.405 2.644 28.042
H -11.106 1.702 29.206
H -11.873 0.726 31.295
H -9.705 0.913 34.157
H -8.018 1.789 32.998
H -7.336 2.810 30.974
O -0.714 -0.836 22.898
C -0.789 -1.672 24.000
C -0.037 -2.821 24.111
C -0.155 -3.603 25.217
C -0.973 -3.272 26.263
O -0.990 -4.115 27.296
C -1.685 -2.124 26.188
C -1.544 -1.236 25.111
H -1.008 -0.005 23.277
H 0.627 -3.009 23.280
H 0.487 -4.455 25.383
H -0.150 -4.575 27.235
H -2.311 -1.987 27.057
H -2.209 -0.385 25.102
O -11.922 -2.352 30.581
C -11.274 -1.915 29.503
C -9.893 -1.814 29.583
C -9.230 -1.379 28.504
C -9.893 -1.161 27.303
O -9.131 -0.705 26.299
C -11.289 -1.157 27.214
C -11.953 -1.606 28.336
H -11.445 -2.166 31.393
H -9.437 -2.075 30.527
H -8.163 -1.257 28.624
H -8.371 -1.278 26.180
H -11.715 -0.926 26.249
H -13.024 -1.707 28.249
O -7.084 5.083 28.691
C -7.682 6.308 28.405
C -6.909 7.473 28.398
C -7.423 8.743 28.139
C -8.765 8.931 27.915
O -9.323 10.197 27.728
C -9.587 7.777 27.867
C -9.102 6.487 28.181
H -7.798 4.455 28.824
H -5.829 7.452 28.410
H -6.782 9.611 28.125
H -8.931 10.911 28.238
H -10.654 7.864 27.721
H -9.705 5.591 28.211
O -1.863 1.535 23.637
C -1.035 2.626 23.643
C 0.326 2.440 23.515
C 1.186 3.494 23.483
C 0.750 4.858 23.621
O 1.653 5.852 23.471
C -0.540 5.017 23.893
C -1.435 3.918 23.898
H -2.759 1.858 23.757
H 0.821 1.489 23.386
H 2.241 3.275 23.422
H 1.314 6.310 22.699
H -0.841 6.053 23.943
H -2.493 4.098 24.017
O -4.597 4.651 28.086
C -4.301 5.292 26.894
C -3.133 5.914 26.652
C -2.967 6.822 25.639
C -4.002 7.041 24.725
O -3.844 7.938 23.739
C -5.170 6.330 24.853
C -5.385 5.510 25.997
H -5.531 4.809 28.243
H -2.312 5.608 27.283
H -1.977 7.251 25.598
H -3.497 8.745 24.127
H -5.974 6.407 24.136
H -6.310 4.952 26.021
O 0.393 4.007 26.787
C -0.171 3.097 27.526
C -0.132 1.727 27.194
C -0.659 0.832 28.163
C -1.396 1.215 29.200
O -1.944 0.257 30.040
C -1.483 2.536 29.502
C -0.877 3.521 28.686
H 0.539 3.600 25.930
H 0.300 1.418 26.253
H -0.679 -0.226 27.943
H -2.062 -0.650 29.749
H -1.887 2.998 30.391
H -0.960 4.595 28.769
*
```

Results
SMILES string	Oc1ccc(O)cc1.Oc1ccc(O)cc1.Oc1ccc(O)cc1.Oc1ccc(O)cc1.Oc1ccc(O)cc1.Oc1ccc(O)cc1.Oc1ccc(O)cc1.Oc1ccc(O)cc1.Oc1ccc(O)cc1.Oc1ccc(O)cc1.Oc1ccc(O)cc1
Kohn-Sham gap	8.1	eV
highest occupied orbital energy	-7.79	eV
DFT total energy	-114553.5548	eV
F_max	4.80	eV/A
ΔE to the lowest compared entry with this formula, charge and spin	76.0	kJ/mol


2.
Here is a molecular structure, C66H73ClOP3PtSbSi3 from the OMol25 dataset. Energies are from ωB97M-V/def2-TZVPD.

Structure (ORCA input):
```
! wB97M-V def2-TZVPD RIJCOSX def2/J DEFGRID3
* xyz 2 1
Pt -0.112 -0.244 0.194
Cl 0.369 -2.141 2.547
C -0.038 -1.081 3.866
C 0.478 -1.395 5.110
C 0.174 -0.582 6.192
C -0.649 0.520 6.015
C -1.155 0.821 4.760
C -0.848 0.036 3.647
P -1.553 0.413 1.991
C -2.940 -0.753 1.841
C -3.641 -0.808 0.638
C -4.830 -1.515 0.550
C -5.311 -2.199 1.657
C -4.600 -2.178 2.849
C -3.422 -1.451 2.947
C -2.419 1.974 2.334
C -1.662 3.141 2.417
C -2.229 4.311 2.895
C -3.559 4.323 3.298
C -4.324 3.170 3.192
C -3.761 1.997 2.709
H 1.105 -2.268 5.224
H 0.574 -0.819 7.168
H -0.903 1.150 6.857
H -1.796 1.683 4.652
H -3.263 -0.276 -0.226
H -5.373 -1.542 -0.386
H -6.237 -2.755 1.590
H -4.971 -2.714 3.712
H -2.893 -1.417 3.891
H -0.619 3.124 2.132
H -1.628 5.209 2.965
H -4.000 5.231 3.687
H -5.363 3.179 3.492
H -4.369 1.104 2.651
C 4.976 -4.733 2.814
C 4.649 -3.762 1.676
C 5.831 -3.705 0.690
C 4.406 -2.358 2.219
C 5.129 -1.798 3.267
C 4.934 -0.479 3.652
C 3.982 0.307 3.020
C 3.205 -0.234 2.001
P 2.021 0.711 0.960
C 3.250 1.223 -0.294
C 3.466 0.350 -1.358
C 4.548 0.529 -2.207
C 5.414 1.593 -2.013
C 5.203 2.471 -0.958
C 4.136 2.284 -0.094
C 1.690 2.172 1.997
C 1.572 3.439 1.425
C 1.398 4.560 2.225
C 1.306 4.426 3.603
C 1.364 3.163 4.177
C 1.556 2.044 3.381
C 3.481 -1.534 1.603
O 2.783 -1.943 0.501
C 2.544 -3.278 0.365
C 1.400 -3.600 -0.355
C 1.138 -4.953 -0.578
C 1.992 -5.918 -0.073
C 3.104 -5.552 0.673
C 3.405 -4.218 0.916
P 0.302 -2.305 -1.054
C 0.811 -2.233 -2.797
C 0.044 -1.466 -3.670
C 0.284 -1.497 -5.033
C 1.331 -2.259 -5.534
C 2.128 -2.991 -4.666
C 1.862 -2.994 -3.303
C -1.233 -3.304 -1.097
C -1.788 -3.697 0.123
C -2.820 -4.617 0.160
C -3.327 -5.142 -1.023
C -2.790 -4.748 -2.238
C -1.738 -3.841 -2.277
H 5.871 -4.418 3.346
H 5.184 -5.730 2.428
H 4.153 -4.801 3.526
H 6.738 -3.389 1.206
H 5.634 -2.997 -0.117
H 6.006 -4.688 0.251
H 5.879 -2.385 3.779
H 5.532 -0.058 4.448
H 3.857 1.337 3.325
H 2.795 -0.484 -1.515
H 4.706 -0.160 -3.027
H 6.256 1.737 -2.677
H 5.883 3.295 -0.794
H 4.023 2.948 0.749
H 1.635 3.555 0.350
H 1.335 5.540 1.771
H 1.188 5.302 4.227
H 1.274 3.046 5.249
H 1.625 1.070 3.849
H 0.265 -5.257 -1.138
H 1.784 -6.963 -0.253
H 3.748 -6.328 1.062
H -0.757 -0.854 -3.273
H -0.337 -0.917 -5.705
H 1.528 -2.280 -6.598
H 2.949 -3.581 -5.051
H 2.469 -3.601 -2.644
H -1.397 -3.304 1.051
H -3.227 -4.928 1.112
H -4.131 -5.865 -0.994
H -3.174 -5.163 -3.161
H -1.303 -3.577 -3.230
C 1.308 3.752 -2.727
Si 0.375 2.367 -3.566
C -0.511 2.996 -5.081
C 1.546 1.021 -4.091
Sb -1.368 1.558 -1.738
Si -3.473 0.575 -3.019
C -3.459 1.210 -4.774
C -5.001 1.178 -2.127
C -3.542 -1.288 -3.074
Si -2.473 3.905 -1.176
C -4.079 3.655 -0.259
C -1.324 4.995 -0.190
C -2.784 4.715 -2.827
H 1.742 4.402 -3.492
H 2.130 3.350 -2.130
H 0.678 4.366 -2.090
H 0.263 3.369 -5.760
H -1.198 3.813 -4.883
H -1.050 2.209 -5.604
H 2.541 1.456 -4.196
H 1.253 0.606 -5.056
H 1.606 0.205 -3.377
H -3.337 2.290 -4.849
H -4.419 0.952 -5.231
H -2.677 0.732 -5.365
H -5.215 2.222 -2.358
H -4.946 1.071 -1.044
H -5.848 0.582 -2.477
H -2.892 -1.716 -3.836
H -4.572 -1.549 -3.334
H -3.311 -1.763 -2.122
H -4.183 2.655 0.153
H -4.935 3.848 -0.905
H -4.119 4.359 0.573
H -0.783 4.443 0.572
H -1.931 5.750 0.319
H -0.608 5.518 -0.821
H -3.288 4.066 -3.543
H -1.858 5.082 -3.269
H -3.430 5.581 -2.658
*
```

Results
Kohn-Sham gap (alpha / beta)	5.6 / 5.7	eV
highest occupied orbital energy (alpha / beta)	-12.10 / -12.01	eV
DFT total energy	-145474.1857	eV
F_max	0.75	eV/A


3.
Here is a molecular structure, C66H96F4N12O8S4 at a distorted geometry from the OMol25 dataset. Energies are from ωB97M-V/def2-TZVPD.

Structure (ORCA input):
```
! wB97M-V def2-TZVPD RIJCOSX def2/J DEFGRID3
* xyz 8 1
C 10.889 24.809 16.479
C 9.422 24.401 16.118
C 8.491 24.301 17.325
C 7.412 23.304 17.062
N 6.377 23.105 18.158
C 6.997 22.348 19.340
C 5.818 21.561 19.908
C 4.997 21.140 18.712
C 5.341 22.134 17.592
C 5.757 24.344 18.507
H 11.372 24.195 17.232
H 10.928 25.779 16.933
H 11.534 24.833 15.614
H 9.399 23.440 15.616
H 9.053 25.132 15.384
H 8.058 25.277 17.591
H 9.041 23.963 18.215
H 7.875 22.256 16.989
H 6.919 23.491 16.100
H 7.524 23.022 19.984
H 7.739 21.672 18.888
H 5.149 22.190 20.489
H 6.171 20.833 20.627
H 3.944 21.201 18.905
H 5.171 20.150 18.362
H 4.417 22.692 17.326
H 5.802 21.701 16.662
H 5.027 24.063 19.216
H 5.329 24.994 17.716
H 6.416 25.008 19.048
C 10.276 15.072 21.629
C 10.490 13.532 21.857
C 9.941 13.179 23.253
C 11.005 13.776 24.231
N 10.647 13.682 25.680
C 9.491 14.513 25.983
C 9.526 14.571 27.520
C 10.987 14.540 27.911
C 11.703 14.223 26.600
C 10.385 12.229 25.953
H 11.072 15.643 22.165
H 9.323 15.425 22.087
H 10.248 15.332 20.559
H 11.567 13.231 21.806
H 9.932 12.876 21.181
H 9.977 12.063 23.366
H 8.965 13.570 23.459
H 11.238 14.786 23.900
H 11.926 13.177 24.125
H 8.648 14.021 25.524
H 9.698 15.503 25.537
H 9.072 13.704 27.964
H 8.941 15.466 27.890
H 11.271 13.739 28.648
H 11.385 15.427 28.409
H 12.548 13.568 26.626
H 12.046 15.112 26.063
H 9.681 11.877 25.223
H 9.936 12.156 26.929
H 11.376 11.714 25.943
C 28.645 30.494 16.092
N 28.165 29.052 16.251
C 27.446 28.696 17.372
C 27.003 27.399 17.414
C 27.191 26.517 16.337
C 27.875 27.032 15.220
C 28.360 28.284 15.240
C 26.586 25.197 16.306
C 27.148 24.100 15.665
C 26.496 22.923 15.524
N 25.270 22.794 16.026
C 24.694 23.789 16.718
C 25.328 25.004 16.885
C 24.433 21.609 15.757
H 29.701 30.517 16.348
H 27.956 31.167 16.616
H 28.555 30.693 15.022
H 27.356 29.410 18.183
H 26.496 27.072 18.300
H 28.088 26.387 14.376
H 28.742 28.609 14.322
H 28.192 24.151 15.273
H 26.999 22.018 15.113
H 23.723 23.528 17.134
H 24.681 25.794 17.363
H 24.176 21.169 16.707
H 24.988 20.874 15.129
H 23.494 21.896 15.264
C 16.505 25.879 20.479
N 16.779 25.309 21.797
C 17.126 24.003 21.777
C 17.624 23.440 22.938
C 17.466 24.113 24.157
C 17.125 25.455 24.121
C 16.872 26.064 22.891
C 17.906 23.543 25.428
C 18.664 24.285 26.372
C 19.209 23.680 27.450
N 19.152 22.359 27.613
C 18.402 21.621 26.762
C 17.781 22.152 25.661
C 19.917 21.679 28.824
H 15.962 25.144 19.943
H 17.471 26.074 19.999
H 15.979 26.890 20.571
H 17.062 23.543 20.804
H 17.920 22.395 22.813
H 17.093 26.164 24.948
H 16.689 27.107 22.741
H 18.967 25.331 26.143
H 19.833 24.306 28.120
H 18.406 20.564 27.069
H 17.338 21.464 24.939
H 20.032 20.622 28.555
H 19.282 21.862 29.678
H 20.904 22.117 28.907
C 21.234 3.425 12.613
N 20.795 4.726 13.238
C 21.533 5.821 13.099
C 21.274 6.938 13.877
C 20.162 6.947 14.690
C 19.321 5.793 14.750
C 19.745 4.746 13.998
C 19.751 8.184 15.484
C 19.088 9.233 14.895
C 18.889 10.390 15.650
N 19.194 10.489 16.925
C 19.790 9.420 17.531
C 20.022 8.238 16.856
C 18.724 11.634 17.747
H 21.025 3.448 11.544
H 20.651 2.591 13.028
H 22.328 3.380 12.760
H 22.321 5.777 12.369
H 21.841 7.808 13.674
H 18.461 5.763 15.427
H 19.177 3.845 13.870
H 18.770 9.203 13.849
H 18.443 11.281 15.188
H 19.972 9.460 18.575
H 20.466 7.390 17.367
H 19.555 11.972 18.349
H 17.923 11.333 18.420
H 18.449 12.441 17.074
C 16.417 29.042 6.379
N 16.403 27.800 7.235
C 15.862 26.632 6.698
C 15.625 25.581 7.512
C 16.053 25.582 8.843
C 16.559 26.756 9.389
C 16.716 27.850 8.507
C 15.892 24.364 9.625
C 14.827 23.506 9.473
C 14.699 22.410 10.310
N 15.509 22.244 11.368
C 16.530 23.110 11.577
C 16.776 24.108 10.629
C 15.423 21.167 12.419
H 15.874 29.851 6.868
H 16.007 28.785 5.406
H 17.487 29.302 6.176
H 15.548 26.684 5.652
H 15.147 24.649 7.084
H 16.904 26.946 10.409
H 17.034 28.781 8.917
H 14.103 23.683 8.719
H 13.890 21.705 10.203
H 17.100 22.903 12.476
H 17.623 24.763 10.841
H 16.363 20.739 12.607
H 14.744 20.425 11.982
H 14.951 21.480 13.370
N 16.460 18.133 20.183
S 17.095 19.446 19.470
O 16.610 19.909 18.226
O 18.492 19.464 19.764
F 16.585 20.569 20.505
S 14.988 17.601 20.157
O 14.162 18.119 21.249
O 14.936 16.216 19.892
F 14.403 18.210 18.890
N 19.435 24.553 16.304
S 19.350 22.959 16.428
O 20.426 22.564 17.299
O 19.050 22.386 15.117
F 18.001 22.585 17.273
S 20.578 25.363 16.983
O 20.503 26.739 16.564
O 21.849 24.684 16.910
F 20.098 25.285 18.531
*
```

Results
Kohn-Sham gap	5.2	eV
highest occupied orbital energy	-18.07	eV
DFT total energy	-158388.1621	eV
F_max	4.54	eV/A